Computed, not measured: a 4-piece molecular cluster, C2H11NO3 overall at a distorted geometry, with ωB97M-V/def2-TZVPD.

- Spin multiplicity: 2
- Highest occupied orbital energy (spin up / spin down): 0.043 / -0.210 Ha
- Frontier orbital gap (spin up / spin down): 2.45 / 9.14 eV
- Net charge: -1
- Energy above the lowest of the compared OMol25 structures with the same formula, charge and spin: 0.0 kcal/mol

Positions of all 17 atoms, in Å:
C1 -2.3604 0.9924 0.7463
C2 -2.3445 -0.2021 0.1661
N1 -1.3350 -0.6709 -0.6860
H1 -1.5287 1.6802 0.6701
H2 -3.1754 1.2591 1.4035
H3 -3.2349 -0.8222 0.1500
H4 -0.8880 0.0185 -1.2836
H5 -1.6023 -1.4583 -1.1920
H6 0.3177 -1.0118 0.2852
H7 0.1469 -1.4697 1.7257
O1 0.8290 -1.2882 1.0788
H8 3.5708 0.8260 0.2809
H9 2.4319 0.0808 1.0509
O2 2.6702 0.9219 0.6327
H10 1.6914 0.7733 -2.5041
H11 1.7873 0.4878 -1.0001
O3 1.2559 0.2738 -1.7945

***

Computed, not measured: a 4-piece molecular cluster, C2H11NO3 overall at a distorted geometry, with ωB97M-V/def2-TZVPD.

- Spin multiplicity: 2
- Highest occupied orbital energy (spin up / spin down): -0.060 / -0.085 Ha
- Frontier orbital gap (spin up / spin down): 5.22 / 5.88 eV
- Net charge: -1
- Energy above the lowest of the compared OMol25 structures with the same formula, charge and spin: 28.8 kcal/mol

Positions of all 17 atoms, in Å:
C1 2.3921 -0.1119 -0.0393
C2 1.5109 1.3834 -1.2202
N1 1.1871 0.8426 -0.0068
H1 2.5022 -0.6983 -0.9759
H2 3.3137 0.4756 0.1238
H3 2.2525 -0.7912 0.8218
H4 1.1297 0.9429 -2.1495
H5 2.1137 2.3119 -1.4001
H6 -0.7776 -2.2900 -0.1323
H7 -0.4383 -0.8540 0.0240
O1 -1.1611 -1.4886 0.2422
H8 -3.2428 -0.2818 -0.0058
H9 -4.4875 -0.3768 -0.9338
O2 -4.1790 -0.0519 -0.0789
H10 -0.7847 -0.4441 1.8175
H11 -0.3665 1.0114 1.7132
O3 -0.9644 0.4209 2.2003

***

Computed, not measured: a 4-piece molecular cluster, C2H11NO4 overall at a distorted geometry, with ωB97M-V/def2-TZVPD.

- Highest occupied orbital energy: -0.343 Ha
- Frontier orbital gap: 4.64 eV
- Energy above the lowest of the compared OMol25 structures with the same formula, charge and spin: 196.2 kcal/mol

Positions of all 18 atoms, in Å:
O1 -2.6017 0.2039 0.2287
C1 -1.8700 -0.0533 -0.8283
C2 -0.3458 -0.2391 -0.5131
N1 -0.0647 -1.2460 0.3922
H1 -1.9837 0.6181 -1.6972
H2 0.0692 -0.3410 -1.5389
H3 -2.2893 -0.9867 -1.2847
H4 0.9443 -1.2107 0.6973
H5 -0.4699 -2.1241 0.0804
H6 -0.0506 0.7656 -0.2053
H7 3.3259 -1.1888 0.9696
O2 2.4583 -1.0188 0.6142
H8 -1.8876 1.1606 1.2704
H9 -1.3758 1.7095 2.5819
O3 -1.0638 1.5262 1.6875
H10 2.2483 0.0903 -0.3870
H11 2.8345 1.4858 -1.0146
O4 2.1223 0.8486 -1.0530

***

Computed, not measured: a 4-piece molecular cluster, C2H11NO4 overall at a distorted geometry, with ωB97M-V/def2-TZVPD.

- Spin multiplicity: 2
- Highest occupied orbital energy (spin up / spin down): -0.554 / -0.554 Ha
- Frontier orbital gap (spin up / spin down): 10.86 / 5.74 eV
- Net charge: +1
- Energy above the lowest of the compared OMol25 structures with the same formula, charge and spin: 16.7 kcal/mol

Positions of all 18 atoms, in Å:
C1 0.5356 0.8983 -2.4305
C2 0.4205 -0.2844 -1.4990
N1 0.2818 -0.1094 -0.2171
O1 0.4086 -1.4531 -1.9693
H1 0.8649 1.7638 -1.8624
H2 -0.4579 1.0826 -2.8185
H3 1.2693 0.6799 -3.2058
H4 0.1195 0.8228 0.1989
H5 -0.0812 -0.8891 0.3467
H6 -1.1908 1.4939 2.2930
H7 -2.6240 1.6541 1.7110
O2 -1.7032 1.9047 1.5874
H8 -0.5828 -2.7814 -0.9486
H9 -0.6895 -3.8592 0.1535
O3 -1.0956 -3.0437 -0.1800
H10 1.7865 0.9749 3.6383
H11 1.5488 0.6409 2.1609
O4 1.1897 0.5043 3.0414

***

Computed, not measured: C2H11O12V as an isolated structure at a distorted geometry, with ωB97M-V/def2-TZVPD.

- Spin multiplicity: 2
- Highest occupied orbital energy (spin up / spin down): -0.158 / -0.180 Ha
- Frontier orbital gap (spin up / spin down): 6.51 / 7.12 eV
- Net charge: -1
- Energy above the lowest of the compared OMol25 structures with the same formula, charge and spin: 0.0 kcal/mol

Positions of all 26 atoms, in Å:
O1 0.0689 0.3543 -0.6173
V1 0.1483 -0.3122 0.9135
C1 2.6007 -0.0229 0.7295
O2 1.7930 0.8177 1.1589
O3 3.8455 0.3192 0.4617
O4 2.0484 -1.1051 0.4570
H1 3.9619 1.2811 0.5906
C2 -1.8327 0.8977 1.4356
O5 -0.5899 1.3434 1.7123
O6 -1.8368 -0.3243 1.2966
O7 -2.3831 1.6997 0.6425
O8 -2.5438 0.2206 -1.5956
H2 -2.4540 0.9556 -0.8824
H3 -3.3508 -0.2520 -1.2385
O9 0.2723 -0.7496 -2.8224
H4 1.2190 -0.8608 -2.7226
H5 0.0977 -0.2388 -2.0086
O10 -0.1166 2.4935 -1.7959
H6 -0.2617 1.6352 -1.3799
H7 0.5499 2.4297 -2.4367
O11 0.2420 -1.0289 2.8817
H8 -0.4200 -0.5775 3.4363
H9 0.1892 -1.9518 3.1386
O12 -0.3776 -2.0419 -0.2809
H10 0.3852 -2.5072 -0.6183
H11 -1.2551 -2.4749 -0.4557

***

Computed, not measured: a 4-piece molecular cluster, C2H11O4 overall at a distorted geometry, with ωB97M-V/def2-TZVPD.

- Highest occupied orbital energy: -0.146 Ha
- Frontier orbital gap: 8.06 eV
- Net charge: -1
- Energy above the lowest of the compared OMol25 structures with the same formula, charge and spin: 37.4 kcal/mol

Positions of all 17 atoms, in Å:
C1 0.8040 0.0754 0.0559
O1 -0.4386 0.0077 0.5517
C2 0.7866 0.0636 -1.5922
H1 1.4588 0.9284 0.3845
H2 1.5763 -0.7288 0.1345
H3 1.1563 -0.8694 -1.9686
H4 -0.2136 0.0038 -1.8638
H5 1.3097 0.9144 -1.8713
H6 0.1295 0.7185 3.2695
H7 -0.9714 0.2384 2.1282
O2 -0.7454 0.3444 3.1607
H8 -1.0431 2.4064 0.6357
H9 -1.3346 1.3890 -0.3619
O3 -1.4135 2.4166 -0.2315
H10 0.3289 -2.3548 -1.0843
H11 -1.0493 -2.5248 -0.5417
O4 -0.3407 -3.0290 -0.8055

***

> Which value of energy above the lowest of the compared OMol25 structures with the same formula, charge and spin does entry 6 give?

37.4 kcal/mol

***

> The highest energy above the lowest of the compared OMol25 structures with the same formula, charge and spin belongs to which entry?

number 3

***

Repeat the fifth record exactly.
Computed, not measured: C2H11O12V as an isolated structure at a distorted geometry, with ωB97M-V/def2-TZVPD.

- Spin multiplicity: 2
- Highest occupied orbital energy (spin up / spin down): -0.158 / -0.180 Ha
- Frontier orbital gap (spin up / spin down): 6.51 / 7.12 eV
- Net charge: -1
- Energy above the lowest of the compared OMol25 structures with the same formula, charge and spin: 0.0 kcal/mol

Positions of all 26 atoms, in Å:
O1 0.0689 0.3543 -0.6173
V1 0.1483 -0.3122 0.9135
C1 2.6007 -0.0229 0.7295
O2 1.7930 0.8177 1.1589
O3 3.8455 0.3192 0.4617
O4 2.0484 -1.1051 0.4570
H1 3.9619 1.2811 0.5906
C2 -1.8327 0.8977 1.4356
O5 -0.5899 1.3434 1.7123
O6 -1.8368 -0.3243 1.2966
O7 -2.3831 1.6997 0.6425
O8 -2.5438 0.2206 -1.5956
H2 -2.4540 0.9556 -0.8824
H3 -3.3508 -0.2520 -1.2385
O9 0.2723 -0.7496 -2.8224
H4 1.2190 -0.8608 -2.7226
H5 0.0977 -0.2388 -2.0086
O10 -0.1166 2.4935 -1.7959
H6 -0.2617 1.6352 -1.3799
H7 0.5499 2.4297 -2.4367
O11 0.2420 -1.0289 2.8817
H8 -0.4200 -0.5775 3.4363
H9 0.1892 -1.9518 3.1386
O12 -0.3776 -2.0419 -0.2809
H10 0.3852 -2.5072 -0.6183
H11 -1.2551 -2.4749 -0.4557